The following is a DFT calculation (the ωB97M-V functional and the def2-TZVPD basis) of a structure of composition C49H43Cl4N8O5RbS.

Geometry as ORCA input:
```
! RIJCOSX wB97M-V def2-TZVPD def2/J DEFGRID3
* xyz -2 1
Rb -0.5061 -1.2813 -0.3260
Cl -1.9714 -8.7646 -2.3825
Cl 1.0996 5.1960 -6.3353
Cl -4.8885 -8.1135 -1.1859
Cl -0.3444 5.4136 -1.1058
S 2.5724 0.5055 -0.1595
O 1.2583 2.2441 -2.7960
O 0.1288 1.2750 -1.1284
O 1.7792 -0.4490 0.6933
O 1.2840 -5.3963 -0.3044
O -2.9638 -1.8791 -0.9224
N -1.3028 0.3959 2.3411
N -2.0935 -1.0069 4.0567
N -0.3270 4.1958 -3.9627
N -3.0737 -3.7127 0.5245
N 1.2117 -2.4506 -2.2910
N -0.5348 -4.0822 -0.9258
N -4.2272 -0.5630 1.2291
N -1.7939 -2.0392 3.0844
C 1.0043 6.0209 -4.8084
C 5.2459 0.7178 -0.8403
C 2.5511 2.1137 0.6929
C 0.1059 -5.1863 3.1413
C -4.2483 3.3145 -2.7819
C 2.2857 2.0133 2.1914
C 0.6906 -5.1519 4.4044
C -2.3178 -7.2423 -1.5882
C -3.9164 4.5968 -3.1916
C 3.9498 -2.7409 -1.9658
C 0.2946 6.1345 -2.5463
C -3.2714 2.3279 -2.7948
C -3.2360 -2.2395 2.7645
C -0.4222 -3.0551 4.8456
C 0.2790 5.4338 -3.7623
C -3.5715 -6.9654 -1.0759
C -1.2230 2.7666 2.6135
C 1.6996 -3.3718 -1.4543
C -1.6332 3.9033 -3.5576
C -0.7374 -4.1713 2.7308
C 0.9060 7.3724 -2.4166
C 2.0686 -1.6878 -2.9649
C 3.5254 1.9822 3.0810
C 3.4450 -1.8019 -2.8541
C 4.3067 0.0721 0.1661
C -3.1235 -2.4521 0.1675
C -2.6206 4.8852 -3.5860
C 0.7395 -4.3944 -0.8069
C -3.7814 -5.7571 -0.4362
C -4.4989 -0.2063 3.6369
C -1.3100 -6.3046 -1.4758
C -0.9619 1.4641 -3.2194
C -1.6587 2.6346 3.9268
C -1.9647 2.5904 -3.1882
C -1.0091 -3.1021 3.5869
C 3.0689 -3.5328 -1.2547
C -3.5753 -1.3276 3.9459
C -1.7416 0.2841 3.5762
C 0.4234 -4.0840 5.2454
C 1.6460 7.2399 -4.6879
C 0.2565 1.6803 -2.3009
C 6.7076 0.4867 -0.4776
C -2.7878 -4.7912 -0.3118
C -1.5086 -5.0571 -0.8715
C -1.9100 1.3742 4.4305
C 1.5773 7.9314 -3.4898
C -1.0416 1.6141 1.8662
C -3.5592 -1.6359 1.4014
C -4.7516 0.0923 2.3633
H 5.0483 1.7907 -0.9123
H -0.6134 -2.2063 5.4888
H 7.3797 0.9341 -1.2109
H 1.3662 -5.9386 4.7158
H 3.2544 2.1892 4.1176
H -1.7976 3.5075 4.5543
H 0.8821 7.8637 -1.4548
H -0.3299 -6.5371 -1.8684
H -4.6650 5.3802 -3.2050
H 4.0896 -1.1683 -3.4477
H 5.0217 -2.8569 -1.8360
H 6.9313 -0.5802 -0.4265
H 5.0357 0.3145 -1.8327
H -1.1673 -4.1758 1.7416
H -1.4788 0.5575 -2.9016
H -1.0204 3.7343 2.1753
H 1.6609 2.8646 2.4746
H -0.6950 1.6450 0.8394
H -3.5595 -3.2792 2.7913
H 2.0666 8.8900 -3.3851
H -4.7461 -5.5527 0.0077
H 2.1829 7.6372 -5.5371
H 4.0142 1.0079 3.0696
H 6.9418 0.9167 0.4978
H -0.6035 1.3143 -4.2427
H -2.3564 5.8865 -3.9067
H 4.5739 0.3337 1.1893
H 1.6322 -0.9553 -3.6354
H 3.5025 2.5975 0.4662
H 4.3176 -1.0150 0.0767
H -4.9510 0.3699 4.4343
H -3.8637 -1.8773 4.8450
H 1.6825 1.1207 2.3742
H -5.2521 3.0770 -2.4572
H 4.2611 2.7313 2.7755
H 0.3513 3.4121 -3.9141
H 1.7616 2.6600 0.1790
H 0.3354 -5.9790 2.4420
H 0.8865 -4.0354 6.2251
H 3.3883 -4.3021 -0.5675
H -3.5151 1.3216 -2.4750
H -2.2391 1.2147 5.4477
H -5.4165 0.9117 2.1162
*
```

Computed properties:
gap between HOMO and LUMO = 5.36 eV
LUMO = 3.470 eV
highest occupied orbital energy = -1.8925 eV
F_max = 0.88 eV/A
energy relative to the best compared isomer or geometry (same formula, charge and spin) = 51.53 kcal/mol